Entry 1:
C2H8Cl2N2Si | ωB97M-V/def2-TZVPD

```
15
Properties=species:S:1:pos:R:3:forces:R:3
C -0.88497 1.21877 0.87657 -3.41 -1.22 3.28
N -1.04453 -0.22329 0.68918 1.89 -1.34 -3.73
N -0.82452 -0.99579 1.83857 -0.61 1.57 0.38
Si 0.24249 -0.88833 -1.00276 -1.21 3.35 4.02
C 1.38384 0.51323 -1.55670 1.29 -2.80 -1.78
Cl -1.00118 -1.40853 -2.41055 -1.01 -0.64 -1.46
Cl 1.17138 -2.41405 -0.11693 0.68 -0.89 0.02
H -1.99277 1.65671 0.90813 2.40 -0.40 0.44
H -0.27496 1.39897 1.78543 -0.78 0.19 -0.09
H -0.39442 1.70978 0.14297 1.44 1.25 -2.82
H 0.09817 -1.32050 1.84874 1.39 -0.78 0.48
H -1.47722 -1.73969 2.00233 -0.32 -0.13 -0.51
H 0.99148 1.46047 -1.50326 -2.06 2.11 -0.90
H 2.17638 0.78142 -0.89384 1.17 -1.02 0.74
H 1.83083 0.25080 -2.60789 -0.86 0.75 1.92
```
Forces are in eV/Å.

Calculated values
**Energy above the lowest of the compared OMol25 structures with the same formula, charge and spin**: 27.2 kcal/mol
**Kohn-Sham gap**: 8.8 eV
**F_max**: 5.37 eV/A
**SMILES**: CN(N)[Si](C)(Cl)Cl



Entry 2:
C42H102N2O10 | ωB97M-V/def2-TZVPD

```
156
Properties=species:S:1:pos:R:3:forces:R:3
C -2.43096 -3.28771 5.18277 -0.70 -0.37 0.52
C -2.79511 -2.52007 6.48831 0.25 0.35 0.32
C -3.05911 -1.04828 6.02105 0.88 -0.60 0.72
C -4.09601 -3.02661 7.17590 0.22 -1.11 -0.25
C -3.99097 -4.37951 7.94193 1.52 1.26 0.56
C -2.85787 -4.19458 9.01124 0.25 0.05 -1.76
C -1.47373 -3.78574 8.33828 0.37 -0.54 0.24
C -0.46980 -3.45711 9.51192 -1.35 0.51 -0.55
C -0.84889 -5.00837 7.56803 -0.02 0.12 0.43
N -1.68917 -2.54554 7.51198 -1.37 0.17 0.49
O -0.50159 -2.10352 6.89388 0.64 -0.77 -0.29
H -2.82208 -4.29926 5.29184 0.19 -0.19 -0.33
H -2.92597 -2.81741 4.33313 -0.15 -0.10 0.00
H -1.37145 -3.32447 4.92944 -0.01 0.10 0.44
H -3.23459 -0.34374 6.83404 -0.16 -0.19 0.22
H -2.13316 -0.73448 5.53914 -0.21 0.23 -0.39
H -3.89908 -1.02157 5.32692 0.13 -0.01 -0.02
H -4.46278 -2.30068 7.90158 0.11 0.29 -0.15
H -4.82506 -3.12263 6.37132 -0.25 0.12 0.02
H -4.89368 -4.59642 8.51304 -0.23 -0.06 -0.41
H -3.73199 -5.21000 7.28517 -0.20 -0.04 -0.04
H -2.74289 -5.14017 9.54110 0.30 0.07 0.14
H -3.19059 -3.43073 9.71404 0.21 0.11 0.06
H -0.45004 -4.30529 10.19625 0.30 -0.06 -0.13
H -0.90535 -2.62209 10.06069 -0.04 0.09 0.13
H 0.52264 -3.12136 9.21122 -0.04 -0.43 -0.26
H -0.66179 -5.84752 8.23804 -0.11 0.15 0.54
H 0.14922 -4.74901 7.21503 -0.15 0.20 -0.37
H -1.43115 -5.48700 6.78065 -0.15 0.60 -0.25
H -0.42051 -1.16273 7.06692 -0.22 0.07 0.38
C 4.69723 -0.04113 3.04382 0.27 -1.16 -0.48
C 5.69943 -1.17627 2.55494 -0.43 1.43 1.44
C 5.63222 -1.26654 1.04202 0.66 0.06 -0.23
C 7.06433 -0.60432 3.00705 -0.09 -0.35 -0.10
C 8.20555 -1.58424 2.84223 0.40 0.63 -0.88
C 7.95550 -2.91755 3.48945 -1.23 -0.16 -0.59
C 6.51039 -3.49516 3.19282 0.85 -0.05 0.11
C 6.52770 -4.25346 1.80341 -0.05 0.81 1.04
C 6.25544 -4.44738 4.36509 -0.42 0.32 0.17
N 5.49549 -2.41039 3.31662 1.93 0.56 0.43
O 4.20699 -2.91769 3.23976 -0.80 -0.34 -0.71
H 3.77135 -0.16077 2.48120 -0.34 0.05 0.52
H 4.60286 -0.06989 4.12935 -0.43 -0.32 -0.02
H 5.05685 0.96889 2.84731 0.33 -0.14 -0.40
H 6.50403 -1.81074 0.67885 -0.08 0.00 -0.19
H 4.74718 -1.73165 0.60788 -0.14 0.05 0.36
H 5.72163 -0.24191 0.68113 -0.13 0.00 -0.31
H 7.13040 0.32807 2.44634 0.73 -0.07 -0.23
H 7.10256 -0.29229 4.05073 -0.75 -0.10 0.23
H 8.38751 -1.72473 1.77675 0.19 -0.06 -0.14
H 9.11215 -1.15690 3.27066 0.16 0.07 -0.15
H 8.15824 -2.84078 4.55767 -0.26 -0.16 0.10
H 8.63335 -3.64336 3.04019 0.19 -0.12 0.33
H 6.89411 -5.27388 1.91561 -0.53 -0.18 0.23
H 7.23728 -3.83259 1.09104 -0.23 0.45 -0.04
H 5.50232 -4.16358 1.44480 0.15 -0.57 -0.40
H 7.18871 -4.93242 4.65119 -0.18 -0.35 -0.11
H 5.42946 -5.14851 4.24563 0.22 -0.17 -0.34
H 5.95069 -3.80255 5.18936 0.17 -0.04 0.23
H 3.78203 -2.55289 4.01945 -0.16 -0.10 0.12
C -5.79772 -0.86617 -7.60940 -0.62 0.32 1.14
C -6.95814 0.13573 -7.80185 0.19 -2.03 -0.25
C -7.12270 0.55698 -9.22936 0.28 1.02 0.43
O -8.21523 -0.53432 -7.45496 0.93 0.76 -0.12
H -5.90211 -1.21280 -6.58127 -0.06 -0.48 0.16
H -4.79448 -0.44213 -7.56715 -0.06 0.26 -0.69
H -5.87870 -1.72582 -8.27462 0.10 0.16 -0.09
H -6.78482 1.02367 -7.19390 -0.14 -0.03 0.29
H -6.16116 0.92089 -9.59143 0.03 -0.02 -0.18
H -7.76371 1.43078 -9.11246 -0.45 -0.11 -1.00
H -7.49525 -0.23375 -9.88056 -0.16 0.18 0.17
H -8.05743 -1.04659 -6.65854 -0.06 -0.02 0.18
C -8.28251 -1.27869 -0.02670 -0.77 -0.03 0.77
C -8.84048 -0.76291 -1.34295 0.55 1.81 0.51
C -8.21773 0.59873 -1.69813 0.23 0.26 0.73
O -8.54490 -1.66754 -2.34640 -0.05 -0.95 -0.96
H -8.32463 -0.53065 0.76498 -0.22 0.07 0.01
H -7.24164 -1.60191 -0.04171 0.13 0.05 -0.55
H -8.87793 -2.13699 0.28455 0.08 -0.08 0.12
H -9.92013 -0.61330 -1.33379 -0.09 -0.40 0.30
H -8.15022 1.27535 -0.84623 -0.26 -0.10 0.34
H -8.75373 1.17753 -2.45032 0.19 -0.45 -0.38
H -7.17160 0.41458 -1.94265 0.05 0.14 -0.53
H -7.60572 -1.83179 -2.23432 0.20 -0.33 -0.38
C 6.18915 6.13797 -1.78954 -0.10 0.47 -1.15
C 5.64370 7.00102 -2.97403 -0.30 0.46 1.60
C 5.42507 8.49232 -2.52455 -0.10 -1.11 0.33
O 6.47421 6.98354 -4.09092 0.86 0.13 -1.00
H 5.39897 5.98624 -1.05423 0.21 0.03 0.09
H 7.07948 6.58816 -1.35051 -0.15 0.28 0.22
H 6.52546 5.17340 -2.16982 -0.26 -0.22 -0.03
H 4.70796 6.55807 -3.31504 -0.32 0.07 0.28
H 4.62264 9.00540 -3.05458 0.34 -0.02 -0.42
H 6.37974 9.01533 -2.58090 -0.12 0.09 -0.24
H 5.11548 8.52645 -1.47999 0.00 -0.16 0.16
H 7.25336 6.43763 -3.96245 -0.07 -0.03 0.18
C 4.87159 0.05857 -6.99247 -0.92 0.06 -0.05
C 3.49053 -0.18173 -7.61835 0.18 0.18 -0.61
C 3.12266 -1.64246 -7.71950 0.23 -0.58 0.42
O 2.39573 0.45395 -6.98719 -0.20 0.28 0.95
H 4.97728 -0.28955 -5.96498 -0.16 -0.26 -0.05
H 5.02691 1.13730 -6.97484 0.44 -0.02 -0.16
H 5.55776 -0.46983 -7.65435 0.41 0.30 0.20
H 3.51992 0.34707 -8.57105 0.37 -0.65 -0.69
H 3.19264 -2.05576 -6.71332 -0.40 0.04 0.28
H 3.81358 -2.29394 -8.25454 0.14 0.44 -0.47
H 2.11174 -1.79647 -8.09692 0.10 0.11 0.00
H 2.43524 1.37550 -7.25318 -0.19 0.12 0.20
C -1.66918 1.68917 -0.68394 -0.14 0.22 -0.75
C -1.11277 2.00799 -2.08294 0.70 -0.58 0.57
C 0.17933 2.82599 -2.13194 -0.60 -0.25 1.00
O -0.85514 0.73861 -2.67623 -0.38 0.09 -0.36
H -2.61802 1.18757 -0.87415 -0.16 0.07 0.18
H -1.86409 2.62526 -0.16063 0.03 -0.14 0.25
H -1.08574 0.98290 -0.09329 0.39 0.32 -0.09
H -1.91413 2.55939 -2.57476 -0.08 -0.04 -0.49
H -0.04623 3.71020 -1.53579 0.54 0.35 -0.18
H 0.54694 3.07651 -3.12702 -0.40 0.12 -0.10
H 0.96240 2.23872 -1.65233 0.06 0.11 0.20
H -0.34651 0.92550 -3.46868 0.04 -0.29 -0.24
C -3.85698 -6.43220 -3.33640 -0.19 -0.30 -0.33
C -2.90947 -5.46701 -2.68158 0.60 1.58 -1.06
C -1.54086 -5.42738 -3.37915 -0.15 -1.16 1.08
O -3.43153 -4.17445 -2.85322 -1.50 1.27 -0.16
H -4.87412 -6.36929 -2.94964 0.15 -0.09 0.36
H -3.47639 -7.45193 -3.27816 -0.13 -0.06 0.20
H -3.95584 -6.20730 -4.39835 0.21 0.18 -0.08
H -2.83608 -5.57927 -1.59986 0.38 -0.82 0.08
H -1.54643 -5.31566 -4.46339 -0.53 -0.43 0.03
H -1.17104 -6.39219 -3.03205 1.14 -0.02 -0.62
H -0.91293 -4.60316 -3.04084 0.01 -0.16 0.50
H -2.80425 -3.54043 -2.49804 0.01 0.04 0.00
C -2.44135 5.27223 -9.17411 0.32 -0.11 -0.66
C -1.16700 6.04788 -8.80717 -1.76 0.70 -0.66
C -1.45399 6.93848 -7.60964 -0.52 -0.61 -0.38
O -0.07931 5.23820 -8.53124 0.84 -1.07 0.10
H -2.74028 4.56494 -8.40050 -0.10 0.15 0.05
H -2.39069 4.74873 -10.12883 0.68 -0.44 0.11
H -3.23807 5.96704 -9.43975 -0.15 0.29 0.75
H -0.91826 6.63197 -9.69321 -0.06 0.45 -0.12
H -0.51409 7.36747 -7.26226 -0.35 0.39 0.20
H -1.90230 6.28161 -6.86423 0.35 0.05 0.42
H -2.25496 7.63403 -7.86013 0.41 0.51 0.06
H 0.66889 5.83711 -8.58682 0.36 -0.30 0.14
C -0.10450 5.62348 5.80501 0.23 1.28 -0.40
C 0.90738 4.99021 6.72095 -1.66 -0.05 1.25
C 1.06427 5.81474 8.03859 0.45 -0.04 -0.88
O 0.27704 3.75069 7.07363 0.88 -0.90 0.05
H -0.43303 4.96165 5.00367 0.08 -0.05 0.16
H 0.26729 6.54735 5.36191 0.09 0.11 -0.16
H -0.93873 5.93586 6.43317 -0.35 -0.18 -0.20
H 1.83834 4.78319 6.19314 0.04 -0.22 0.37
H 1.24414 5.17738 8.90433 0.41 -0.13 -0.24
H 0.15365 6.36274 8.28060 -0.15 0.04 -0.26
H 1.86243 6.54618 7.91209 0.06 0.05 0.28
H -0.55536 3.96244 7.50241 -0.08 0.06 0.03
```
Forces are in eV/Å.

Calculated values
**Energy above the lowest of the compared OMol25 structures with the same formula, charge and spin**: 99.9 kcal/mol
**Kohn-Sham gap**: 8.4 eV
**F_max**: 2.08 eV/A
**SMILES**: CC1(C)CCCC(C)(C)N1O.CC1(C)CCCC(C)(C)N1O.CC(C)O.CC(C)O.CC(C)O.CC(C)O.CC(C)O.CC(C)O.CC(C)O.CC(C)O



Across the entries above, E_HOMO takes the values -8.23 -8.25 eV, respectively.